Entry 1:
{
  "formula": "C33H45F3O5",
  "method": "wB97M-V/def2-TZVPD",
  "symbols": ["F", "C", "C", "C", "C", "C", "C", "H", "H", "H", "H", "H", "F", "C", "C", "C", "C", "C", "C", "H", "H", "H", "H", "H", "F", "C", "C", "C", "C", "C", "C", "H", "H", "H", "H", "H", "C", "C", "O", "C", "H", "H", "H", "H", "H", "H", "C", "C", "O", "C", "H", "H", "H", "H", "H", "H", "C", "C", "O", "C", "H", "H", "H", "H", "H", "H", "C", "C", "O", "C", "H", "H", "H", "H", "H", "H", "C", "C", "O", "C", "H", "H", "H", "H", "H", "H"],
  "xyz": [[13.30178, -18.80850, 9.43499], [13.91087, -19.46016, 10.45915], [15.11902, -19.11669, 11.08202], [15.71736, -19.89983, 12.03253], [15.02949, -21.03507, 12.51020], [13.77913, -21.37995, 12.02684], [13.25357, -20.57535, 10.97350], [15.66322, -18.26910, 10.69237], [16.65387, -19.53064, 12.42376], [15.37877, -21.58872, 13.36920], [13.23943, -22.29561, 12.21837], [12.35783, -21.01113, 10.55620], [20.84220, -16.14919, 13.38867], [21.84180, -16.93354, 13.84640], [22.76659, -17.52780, 13.01324], [23.83887, -18.31455, 13.50779], [23.97940, -18.49153, 14.90233], [23.04025, -17.77850, 15.75505], [21.99455, -16.98197, 15.21893], [22.65325, -17.42180, 11.94445], [24.57381, -18.73364, 12.83651], [24.80606, -19.02458, 15.34830], [23.19094, -17.85538, 16.82172], [21.23989, -16.49584, 15.81940], [12.23643, -17.42956, 12.39096], [13.18499, -18.08541, 13.16296], [12.79081, -19.05324, 14.13481], [13.67607, -19.78457, 14.90136], [14.97537, -19.30342, 14.96756], [15.42994, -18.34265, 14.07564], [14.56204, -17.79176, 13.15143], [11.73349, -19.27188, 14.16074], [13.31662, -20.66860, 15.40700], [15.67353, -19.81566, 15.61298], [16.46725, -18.04365, 14.04412], [14.90265, -17.08420, 12.40999], [17.91905, -14.23079, 14.17082], [18.01442, -13.28086, 12.97129], [18.70138, -12.24334, 12.92523], [17.09932, -13.59797, 11.76948], [17.62065, -13.52450, 14.94555], [18.84327, -14.67090, 14.54530], [17.10490, -14.90801, 13.91269], [16.45490, -12.74699, 11.54888], [16.46686, -14.48553, 11.78787], [17.68101, -13.67315, 10.85074], [20.77464, -16.24313, 8.51053], [20.23981, -16.33504, 9.92900], [19.29771, -15.63821, 10.27584], [21.04210, -16.98987, 10.96071], [21.30304, -15.29280, 8.43455], [20.01029, -16.12026, 7.74321], [21.34622, -17.13684, 8.26017], [21.85662, -16.36192, 11.32173], [21.50537, -17.84626, 10.47073], [20.41193, -17.37829, 11.76078], [18.09969, -18.93183, 13.88197], [18.42609, -19.74280, 12.62222], [17.87290, -19.52166, 11.54169], [19.41509, -20.91783, 12.63291], [17.36601, -18.17559, 13.60281], [19.00550, -18.39774, 14.16892], [17.79024, -19.60282, 14.68330], [19.42361, -21.57005, 13.50620], [20.43706, -20.54900, 12.54554], [18.93903, -21.52674, 11.86434], [16.71722, -15.87777, 16.32758], [15.38252, -16.64560, 16.61793], [14.33373, -16.05949, 16.40619], [15.24851, -18.03503, 17.30118], [16.47109, -15.10387, 15.60053], [17.57796, -16.41156, 15.92473], [16.93151, -15.41146, 17.28921], [14.52679, -18.60912, 16.72012], [14.98535, -17.96697, 18.35674], [16.22504, -18.51850, 17.27365], [16.44688, -16.75929, 12.38814], [17.64901, -16.59311, 13.20275], [17.45162, -16.43493, 14.37556], [19.01863, -16.72541, 12.64399], [16.31582, -15.89454, 11.73766], [15.58755, -16.55899, 13.02808], [16.57651, -17.66804, 11.80037], [19.19993, -17.70520, 12.20214], [19.79179, -16.51725, 13.38358], [19.08583, -16.06042, 11.78297]],
  "mulliken_charge": [-0.39, -0.50, -0.70, 1.58, -0.15, -1.03, -0.32, 0.71, 0.28, 0.35, 0.46, 0.42, -0.13, 1.26, -0.46, -0.94, -0.59, -0.55, -0.63, 0.27, 0.43, 0.42, 0.40, 0.50, -0.42, 0.06, -0.83, -0.83, -1.22, 2.20, 0.27, 0.36, 0.49, 0.40, -0.77, 0.47, -0.10, 0.14, -0.65, -0.56, 0.59, 0.40, -0.31, 0.42, 0.45, 0.20, -1.49, 0.50, -0.48, -1.61, 0.33, 0.42, 0.36, 0.48, 0.56, 1.54, -0.91, 0.51, -0.43, -1.56, -1.51, 0.54, 0.55, 0.32, 0.31, 0.45, -0.77, 1.10, -0.63, -1.15, 0.05, 0.09, 0.59, 0.32, 0.47, 0.19, -1.12, 0.55, -0.24, -2.91, 0.50, 0.18, 0.34, -0.30, 0.66, 1.76],
  "charge": 0,
  "de_lowest_ev": 18.734
}

Entry 2:
{
  "formula": "C14H32ClO5P2Sr",
  "method": "wB97M-V/def2-TZVPD",
  "symbols": ["C", "C", "C", "C", "P", "C", "C", "C", "C", "C", "C", "O", "C", "C", "C", "O", "Cl", "C", "P", "O", "O", "O", "H", "H", "H", "H", "H", "H", "H", "H", "H", "H", "H", "H", "H", "H", "H", "H", "H", "H", "H", "H", "H", "H", "H", "H", "H", "H", "H", "H", "H", "H", "H", "H", "Sr"],
  "xyz": [[4.51130, 3.82793, 1.10544], [4.55569, 2.23142, 0.99962], [3.26588, 1.50301, 1.67365], [2.16830, 1.24638, 0.53019], [1.68189, -0.60131, 0.29054], [0.10168, -0.43463, 1.36711], [-1.26421, -0.43531, 0.50140], [-2.52889, 0.10769, 1.35089], [-3.72543, -0.96653, 1.47781], [-4.44154, -1.34741, 0.09238], [-4.91623, -0.10531, -0.81421], [-5.37205, 1.07345, -0.06725], [-5.89224, 1.97465, -1.10763], [3.29275, -0.93757, -0.68284], [3.40616, -0.31423, -2.12638], [2.57893, 0.35019, -2.75024], [5.03564, -0.57179, -2.99125], [1.18069, -2.45673, 0.00918], [0.96316, -2.97077, -1.77838], [-0.07592, -4.12496, -1.77292], [0.32596, -1.77829, -2.80351], [2.38108, -3.67444, -2.46989], [5.60149, 4.18765, 1.04235], [3.97718, 4.33529, 0.22503], [4.09468, 4.14549, 2.11232], [5.49959, 1.86139, 1.54336], [4.69994, 1.95346, -0.09326], [3.67313, 0.56830, 2.17227], [2.88210, 2.24992, 2.46026], [2.59227, 1.72270, -0.42987], [1.26525, 1.91423, 0.79690], [2.38630, -1.02075, 1.49740], [0.92395, -0.18848, -0.86101], [0.08860, -1.27921, 2.15489], [0.05403, 0.53290, 1.99561], [-1.51787, -1.53031, 0.25421], [-1.17365, 0.19371, -0.44810], [-2.23558, 0.42338, 2.41846], [-2.91065, 1.05419, 0.81818], [-4.50889, -0.66173, 2.29547], [-3.26473, -1.94037, 1.88159], [-5.38692, -1.96228, 0.32631], [-3.79192, -2.03867, -0.55162], [-4.11160, 0.14103, -1.58500], [-5.83182, -0.47351, -1.40688], [-6.07593, 3.02714, -0.71148], [-5.16600, 2.05705, -1.99364], [-6.87471, 1.59323, -1.55485], [4.15510, -0.48791, -0.06162], [3.56430, -2.05116, -0.77639], [0.23195, -2.76890, 0.55386], [2.01977, -3.11445, 0.44056], [0.71744, -1.80093, -3.69990], [2.55951, -3.28364, -3.34987], [-5.36888, 1.04582, 2.50075]],
  "mulliken_charge": [-1.07, -0.34, -0.63, -1.21, 1.66, -1.97, 0.03, -0.32, -0.53, -0.46, -0.67, -0.23, -0.77, -0.94, 0.36, -0.45, -0.25, -1.40, 1.01, -0.80, -0.51, -0.52, 0.32, 0.24, 0.29, 0.36, 0.20, 0.33, 0.34, 0.43, 0.38, -0.38, -0.20, 0.30, 0.49, -0.10, 0.27, 0.35, 0.38, -0.14, 0.30, 0.32, 0.32, 0.45, 0.42, 0.30, 0.28, 0.31, 0.45, 0.65, 0.35, 0.59, 0.30, 0.32, 1.79],
  "charge": 1,
  "de_lowest_ev": 3.037
}

Entry 3:
{
  "formula": "C21H32BeBr3ILiN2NaO7S",
  "method": "wB97M-V/def2-TZVPD",
  "symbols": ["C", "C", "C", "O", "C", "C", "C", "C", "S", "C", "I", "C", "N", "C", "O", "C", "N", "C", "C", "O", "C", "C", "O", "H", "H", "H", "H", "H", "H", "H", "H", "H", "H", "H", "H", "H", "H", "H", "H", "H", "H", "H", "H", "H", "H", "H", "H", "H", "H", "H", "Be", "C", "C", "C", "O", "C", "C", "C", "O", "H", "H", "H", "H", "O", "H", "Br", "Na", "Br", "Li", "Br"],
  "xyz": [[-0.25525, -2.15429, 2.58320], [-0.05733, -2.31117, 1.30676], [-1.05337, -3.07637, 0.44623], [-0.32863, -4.07468, -0.24204], [0.21988, -5.07571, 0.61465], [1.76484, -5.03267, 0.74405], [2.50183, -4.24142, -0.36618], [3.24913, -2.99891, 0.21902], [5.09606, -3.20357, 0.12873], [-1.75291, -2.14545, -0.60728], [-1.51078, -3.15232, -2.56398], [-3.28537, -2.06485, -0.39089], [-3.78438, -3.47062, -0.36806], [-4.55957, -3.68330, 0.87141], [-1.11044, -0.90882, -0.78677], [-1.60745, 0.14870, 0.00163], [-0.59531, 1.21295, 0.11259], [0.76125, 0.74390, -0.00617], [1.39563, 0.58183, -1.38359], [1.42934, 0.52030, 0.93038], [-0.77059, 2.06273, 1.27117], [-0.67503, 1.59035, 2.72113], [-0.97577, 3.17930, 1.07396], [0.51152, -1.62320, 3.14390], [-1.12786, -2.56112, 3.08869], [0.82543, -1.94526, 0.79459], [-1.79571, -3.53009, 1.11693], [-0.19418, -5.02412, 1.63198], [-0.07222, -6.06061, 0.23281], [2.08545, -4.68049, 1.73193], [2.11082, -6.07307, 0.68598], [1.89128, -3.99133, -1.23728], [3.31432, -4.91590, -0.74170], [2.99922, -2.83522, 1.27032], [3.01905, -2.07128, -0.32387], [5.48195, -2.04578, -0.50526], [-3.75612, -1.57549, -1.24970], [-3.56516, -1.62793, 0.57069], [-4.43597, -3.59788, -1.13422], [-5.44212, -3.02295, 0.91304], [-3.95860, -3.44433, 1.75808], [-4.86984, -4.72626, 0.97826], [-2.50423, 0.59964, -0.44955], [-1.87412, -0.17704, 1.02189], [1.17881, 1.47679, -1.97936], [0.93068, -0.28465, -1.87141], [2.47224, 0.45335, -1.28135], [-0.78651, 2.46434, 3.38855], [0.20626, 0.98331, 2.94476], [-1.54742, 0.93024, 2.90884], [4.99165, -0.46963, 0.52896], [-0.11548, 5.92858, -0.61312], [-1.03208, 6.89225, -0.66980], [-0.69685, 8.22904, -1.20134], [-1.53034, 9.11299, -1.24882], [0.69143, 8.44301, -1.66691], [1.60628, 7.47152, -1.60447], [1.26365, 6.14487, -1.07547], [2.07591, 5.22372, -1.01010], [-0.33384, 4.94445, -0.22949], [-2.05206, 6.74531, -0.33605], [0.91920, 9.42520, -2.05719], [2.62480, 7.61224, -1.93793], [-1.40823, 8.51025, -4.43180], [-1.73805, 9.21741, -3.87404], [4.95431, -5.98865, -1.04926], [-1.26330, -1.30383, -4.64970], [3.07406, -7.72712, -1.63834], [-1.35664, 1.77757, 5.23518], [4.13285, 6.27123, -0.18784]],
  "mulliken_charge": [-1.14, 0.85, 0.51, -0.36, -0.59, -0.77, 0.01, 0.06, -0.15, -0.37, -0.21, -0.95, -0.14, -1.02, 0.10, -0.72, 0.36, 0.74, -1.10, -0.46, -0.02, -1.10, -0.46, 0.37, 0.24, -0.14, 0.34, 0.20, 0.51, 0.40, 0.46, 0.19, -0.21, 0.48, -0.31, 0.08, 0.30, 0.35, 0.31, 0.35, 0.34, 0.32, 0.30, 0.34, 0.41, 0.08, 0.20, 0.22, 0.49, 0.66, 0.06, -0.15, -0.56, 0.29, -0.59, -0.30, -0.23, 0.53, -0.60, 0.40, 0.40, 0.37, 0.40, -0.87, 0.22, -0.13, 0.76, -0.23, 0.46, -0.62],
  "charge": 0
}

| no. | frontier orbital gap (eV) |
| --- | --- |
| 1 | 8.163 |
| 2 | 1.866 |
| 3 | 1.061 |